## A
Formula: C8H13N2
Source: the Open Molecules 2025 dataset
Level of theory: ωB97M-V/def2-TZVPD

The geometry in ORCA input format:
```
! wB97M-V def2-TZVPD RIJCOSX def2/J DEFGRID3
* xyz 1 1
C 3.90 -0.26 -0.10
C 2.51 -0.31 0.33
C 1.48 0.32 -0.26
C 0.07 -0.03 -0.12
C -0.24 -1.50 0.07
C -0.96 0.88 -0.02
C -0.90 2.40 0.13
C -2.21 0.33 -0.01
N -3.20 -0.29 0.02
N -4.23 -1.07 -0.05
H 4.06 0.61 -0.72
H 3.96 -1.20 -0.80
H 4.65 -0.39 0.68
H 2.42 -1.12 1.11
H 1.79 1.01 -1.07
H -0.30 -2.07 -0.91
H -1.19 -1.54 0.47
H 0.51 -1.98 0.78
H -0.27 2.88 0.82
H -0.46 2.80 -0.78
H -1.84 2.83 0.48
H -4.90 -1.02 -0.90
H -4.63 -1.28 0.85
*
```

The LUMO energy comes out at -4.357 eV.

## B
Formula: C8H13N2
Source: the Open Molecules 2025 dataset
Level of theory: ωB97M-V/def2-TZVPD

The geometry in ORCA input format:
```
! wB97M-V def2-TZVPD RIJCOSX def2/J DEFGRID3
* xyz 1 1
C -0.45 1.63 -0.28
C 0.40 0.57 0.12
C -1.79 1.06 0.01
C -0.68 1.05 1.09
C -2.59 0.04 -0.75
C 2.92 0.65 -0.57
C 0.33 -1.92 0.12
C 1.78 0.14 0.34
N 0.86 -0.70 -0.38
N -3.37 -0.80 -0.06
H -0.22 2.71 -0.48
H -2.45 1.89 0.21
H -0.60 1.27 2.08
H 3.55 -0.20 -0.87
H 3.49 1.36 -0.12
H 2.40 1.14 -1.38
H 0.44 -1.82 1.15
H -0.71 -2.00 -0.20
H 0.79 -2.90 -0.33
H 2.28 -0.26 1.32
H 1.04 -0.72 -1.36
H -3.87 -1.45 -0.67
H -3.56 -0.74 1.02
*
```

The LUMO energy comes out at -2.514 eV.

Which structure loses on stability? B does.

## A
Formula: C10H9NO3
Source: the Open Molecules 2025 dataset
Level of theory: ωB97M-V/def2-TZVPD

The geometry in ORCA input format:
```
! wB97M-V def2-TZVPD RIJCOSX def2/J DEFGRID3
* xyz 0 1
C 1.14 4.17 -1.50
N 0.30 3.52 -0.54
C -0.47 2.65 -0.74
C -1.36 1.44 -0.81
C -0.78 0.15 -0.54
C -1.52 -1.04 -0.60
C -1.02 -2.25 -0.27
C 0.35 -2.37 0.14
O 0.84 -3.65 0.38
C 1.10 -1.24 0.20
C 0.53 -0.02 -0.14
H 0.59 3.98 -2.42
H 1.12 5.20 -1.20
H 2.19 3.74 -1.28
H -2.40 1.64 -0.93
H -2.42 -0.94 -1.16
H -1.52 -3.27 -0.52
H 1.78 -3.55 0.77
H 1.99 -1.14 0.79
H 1.05 0.88 0.05
O -1.53 -2.63 2.96
C -0.51 -2.64 3.44
O 0.55 -2.64 3.91
*
```

The LUMO energy comes out at 0.588 eV.

## B
Formula: C10H9NO3
Source: the Open Molecules 2025 dataset
Level of theory: ωB97M-V/def2-TZVPD

The geometry in ORCA input format:
```
! wB97M-V def2-TZVPD RIJCOSX def2/J DEFGRID3
* xyz 0 1
C 0.88 -1.96 -1.85
C 1.59 -0.84 -1.27
O 2.45 -0.11 -1.68
C 1.41 -0.56 0.24
O 2.50 0.06 0.74
C 0.68 -1.65 0.98
O 1.14 -2.72 1.24
N -0.57 -1.19 1.42
C -0.91 0.13 1.07
C -2.02 0.78 1.44
C -2.25 2.05 0.80
C -1.38 2.53 -0.11
C -0.28 1.80 -0.49
C -0.01 0.69 0.16
H -0.10 -2.19 -1.48
H 1.47 -2.85 -1.75
H 0.89 -1.87 -3.07
H 2.94 0.44 -0.04
H -1.39 -1.57 1.82
H -2.72 0.43 2.17
H -2.99 2.68 1.32
H -1.77 3.53 -0.58
H 0.43 2.37 -1.10
*
```

The LUMO energy comes out at 0.634 eV.

Which structure loses on stability? A does.

## A
Formula: C20H13N7OV
Source: the Open Molecules 2025 dataset
Level of theory: ωB97M-V/def2-TZVPD

The geometry in ORCA input format:
```
! wB97M-V def2-TZVPD RIJCOSX def2/J DEFGRID3
* xyz 0 4
V -0.71 0.00 -0.39
C 3.89 -2.60 1.04
C 3.76 -1.41 1.74
C 2.88 -0.44 1.31
C 2.10 -0.64 0.17
C 2.24 -1.84 -0.53
C 3.13 -2.81 -0.10
N 1.16 0.33 -0.26
C 1.52 1.65 -0.34
C 2.81 2.19 -0.42
C 2.98 3.55 -0.54
C 1.89 4.42 -0.58
C 0.60 3.92 -0.51
C 0.43 2.55 -0.39
N -0.77 1.87 -0.28
N -1.89 2.56 -0.18
C -2.93 1.71 -0.01
C -4.24 2.18 0.13
C -5.25 1.27 0.29
C -4.95 -0.10 0.34
C -3.64 -0.49 0.22
N -2.63 0.38 0.02
H 4.57 -3.36 1.39
H 4.35 -1.24 2.64
H 2.75 0.48 1.88
H 1.65 -1.98 -1.43
H 3.22 -3.74 -0.64
H 3.67 1.53 -0.42
H 3.98 3.96 -0.62
H 2.05 5.49 -0.67
H -0.27 4.56 -0.54
H -4.41 3.25 0.12
H -6.28 1.60 0.39
H -5.72 -0.84 0.48
H -3.38 -1.54 0.27
O -0.96 -1.57 -0.81
N -1.48 -2.65 -1.32
C -1.30 -3.76 -0.68
C -1.85 -4.95 -1.23
N -2.31 -5.92 -1.64
C -0.60 -3.82 0.57
N -0.03 -3.78 1.57
*
```

Its expectation value of S² is 3.78. The LUMO energy (alpha / beta) comes out at -1.292 / -1.858 eV.

## B
Formula: C20H13N7OV
Source: the Open Molecules 2025 dataset
Level of theory: ωB97M-V/def2-TZVPD

The geometry in ORCA input format:
```
! wB97M-V def2-TZVPD RIJCOSX def2/J DEFGRID3
* xyz 0 4
V 0.28 0.10 0.87
C 0.63 -4.05 -2.59
C -0.19 -3.17 -3.28
C -0.62 -1.98 -2.70
C -0.23 -1.64 -1.40
C 0.60 -2.54 -0.72
C 1.03 -3.72 -1.30
N -0.54 -0.44 -0.76
C -1.63 0.40 -1.04
C -2.79 0.12 -1.75
C -3.72 1.12 -2.00
C -3.52 2.42 -1.55
C -2.41 2.72 -0.79
C -1.50 1.71 -0.50
N -0.34 1.81 0.27
N 0.39 2.89 0.43
C 1.67 2.49 0.74
C 2.67 3.43 1.02
C 3.94 3.00 1.25
C 4.24 1.63 1.20
C 3.23 0.76 0.92
N 1.96 1.16 0.69
H 0.95 -4.98 -3.05
H -0.51 -3.40 -4.29
H -1.21 -1.28 -3.28
H 0.90 -2.34 0.31
H 1.67 -4.40 -0.74
H -2.97 -0.89 -2.10
H -4.61 0.88 -2.57
H -4.25 3.19 -1.78
H -2.23 3.71 -0.39
H 2.40 4.48 1.05
H 4.72 3.71 1.48
H 5.24 1.26 1.37
H 3.40 -0.31 0.86
O 0.46 0.06 2.66
N 0.13 -0.32 3.87
C -0.89 -1.09 3.92
C -1.54 -1.42 2.68
N -1.78 -1.48 1.55
C -1.33 -1.59 5.20
N -1.70 -2.00 6.21
*
```

Its expectation value of S² is 3.79. The LUMO energy (alpha / beta) comes out at -0.612 / -1.523 eV.

Which structure loses on stability? A does.

## A
Formula: C3H8O2SSi
Source: the Open Molecules 2025 dataset
Level of theory: ωB97M-V/def2-TZVPD

The geometry in ORCA input format:
```
! wB97M-V def2-TZVPD RIJCOSX def2/J DEFGRID3
* xyz 0 1
C 0.77 0.54 1.79
C -0.18 -0.12 -0.85
C -1.14 -0.01 -2.08
O 1.24 2.21 -0.49
O -0.10 -1.19 -0.02
Si 0.11 -1.19 1.54
S 0.14 1.49 0.19
H 0.29 1.17 2.58
H 1.82 0.53 1.89
H 1.35 -0.05 -2.03
H -0.98 -0.67 -2.86
H -1.12 1.03 -2.34
H -2.01 -0.26 -1.53
H 1.02 -2.10 2.08
H -1.22 -1.37 2.15
*
```

The LUMO energy (alpha / beta) comes out at 0.221 / 0.221 eV.

## B
Formula: C3H8O2SSi
Source: the Open Molecules 2025 dataset
Level of theory: ωB97M-V/def2-TZVPD

The geometry in ORCA input format:
```
! wB97M-V def2-TZVPD RIJCOSX def2/J DEFGRID3
* xyz 0 1
C 0.71 -0.87 -1.15
C -0.34 0.87 0.69
C 0.53 0.37 1.88
O 0.35 1.59 -1.82
O -1.28 -0.06 0.39
Si -1.20 -0.92 -1.05
S 0.86 0.95 -0.63
H 1.43 -1.50 -0.66
H 1.04 -0.80 -2.42
H -0.82 1.83 1.07
H 0.03 0.33 2.81
H 1.48 1.06 1.94
H 0.93 -0.71 1.57
H -1.74 -0.07 -2.13
H -1.98 -2.07 -0.48
*
```

The LUMO energy comes out at 0.632 eV.

Which structure loses on stability? A does.

## A
Formula: C3H10OS2
Source: the Open Molecules 2025 dataset
Level of theory: ωB97M-V/def2-TZVPD

The geometry in ORCA input format:
```
! wB97M-V def2-TZVPD RIJCOSX def2/J DEFGRID3
* xyz 1 2
C -5.93 -2.25 -0.11
S -4.22 -1.72 -0.08
S -3.83 -0.74 -1.85
H -5.86 -3.36 0.05
H -6.46 -1.90 0.69
H -6.38 -2.09 -1.07
H -2.43 -0.82 -1.82
C 3.51 1.10 0.64
O 2.86 1.13 -0.71
C 4.87 1.99 0.75
H 3.77 0.04 0.82
H 2.67 1.47 1.25
H 2.28 0.38 -0.81
H 5.72 1.28 0.95
H 4.66 2.81 1.52
H 4.79 2.66 -0.24
*
```

Its expectation value of S² is 0.75. The LUMO energy (alpha / beta) comes out at -5.358 / -8.317 eV.

## B
Formula: C3H10OS2
Source: the Open Molecules 2025 dataset
Level of theory: ωB97M-V/def2-TZVPD

The geometry in ORCA input format:
```
! wB97M-V def2-TZVPD RIJCOSX def2/J DEFGRID3
* xyz 1 2
C 2.01 1.11 2.70
S 3.01 -0.37 2.43
S 2.88 -1.28 4.22
H 2.35 1.78 1.89
H 0.97 0.88 2.57
H 2.28 1.58 3.65
H 2.91 -0.11 4.89
C -1.74 0.27 -2.30
O -1.80 0.59 -3.68
C -1.72 -1.23 -2.13
H -2.64 0.70 -1.84
H -0.87 0.78 -1.93
H -2.64 0.32 -4.07
H -2.12 -1.64 -1.23
H -0.71 -1.63 -2.20
H -2.20 -1.74 -2.98
*
```

Its expectation value of S² is 0.75. The LUMO energy (alpha / beta) comes out at -5.008 / -8.546 eV.

Which structure loses on stability? A does.

## A
Formula: C3H10N5
Source: the Open Molecules 2025 dataset
Level of theory: ωB97M-V/def2-TZVPD

The geometry in ORCA input format:
```
! wB97M-V def2-TZVPD RIJCOSX def2/J DEFGRID3
* xyz 1 1
C -0.60 -0.22 -2.92
C -0.04 -0.90 2.64
C 1.18 -0.22 0.87
N -0.52 0.46 -1.88
N -0.90 -0.44 1.58
N -0.48 1.79 -1.96
N -0.04 0.01 0.58
N 1.29 -0.92 1.98
H -0.71 0.19 -3.90
H -0.43 -1.28 -3.05
H -0.24 -0.44 3.56
H -0.24 -1.94 3.00
H 1.92 0.05 0.18
H -0.43 0.03 -0.73
H -1.64 0.32 1.85
H -0.61 2.16 -2.95
H 0.27 2.14 -1.43
H 2.22 -0.78 2.57
*
```

The LUMO energy comes out at -3.223 eV.

## B
Formula: C3H10N5
Source: the Open Molecules 2025 dataset
Level of theory: ωB97M-V/def2-TZVPD

The geometry in ORCA input format:
```
! wB97M-V def2-TZVPD RIJCOSX def2/J DEFGRID3
* xyz 1 1
C -0.18 2.14 -0.04
C -0.27 -1.43 -1.31
C 0.17 0.57 1.68
N 0.96 2.69 0.24
N 0.38 -1.41 -0.23
N -0.65 1.10 0.78
N 0.10 -1.97 -2.44
N -0.22 -0.41 2.46
H -0.94 2.49 -0.89
H -1.29 -0.84 -1.31
H 1.00 1.29 1.89
H 1.10 3.54 -0.38
H 1.16 -2.14 -0.38
H -1.28 0.48 0.40
H -0.52 -1.87 -3.32
H 0.92 -2.52 -2.44
H -0.98 -1.01 2.17
H 0.52 -0.71 3.13
*
```

The LUMO energy comes out at -3.950 eV.

## C
Formula: C3H10N5
Source: the Open Molecules 2025 dataset
Level of theory: ωB97M-V/def2-TZVPD

The geometry in ORCA input format:
```
! wB97M-V def2-TZVPD RIJCOSX def2/J DEFGRID3
* xyz 1 1
H 3.70 -0.54 -0.54
N 2.71 -0.49 -0.86
N 1.96 -0.26 0.07
C 0.52 -0.58 -0.18
C 0.15 -1.38 1.07
N -0.25 0.67 -0.40
C -1.66 0.65 -0.77
N 0.18 1.77 0.17
N 1.35 1.85 0.63
H 1.41 2.69 1.12
H 0.28 -1.25 -1.03
H 0.16 -0.64 1.83
H 0.72 -2.14 1.44
H -0.78 -1.73 0.83
H -1.88 -0.01 -1.54
H -2.34 0.42 0.13
H -1.98 1.62 -1.26
H -0.55 2.46 0.24
*
```

The LUMO energy comes out at -5.384 eV.

Which structure loses on stability? C does.

## A
Formula: H10LiO5
Source: the Open Molecules 2025 dataset
Level of theory: ωB97M-V/def2-TZVPD

The geometry in ORCA input format:
```
! wB97M-V def2-TZVPD RIJCOSX def2/J DEFGRID3
* xyz 1 1
Li -39.15 -15.68 42.26
O -39.40 -14.56 43.70
H -38.91 -14.97 44.50
H -40.02 -14.20 44.18
O -37.30 -16.83 42.87
H -36.28 -16.53 43.08
H -37.42 -17.63 43.55
O -39.22 -13.83 41.03
H -38.82 -12.87 41.01
H -39.96 -14.00 40.51
O -40.61 -16.53 41.68
H -41.29 -16.81 42.39
H -40.84 -17.07 41.05
O -37.97 -16.30 40.38
H -38.27 -16.64 39.60
H -37.07 -16.05 40.27
*
```

The LUMO energy comes out at -3.350 eV.

## B
Formula: H10LiO5
Source: the Open Molecules 2025 dataset
Level of theory: ωB97M-V/def2-TZVPD

The geometry in ORCA input format:
```
! wB97M-V def2-TZVPD RIJCOSX def2/J DEFGRID3
* xyz 1 1
Li -0.23 0.12 0.13
O 1.32 -1.29 0.95
H 1.22 -1.31 1.90
H 2.14 -0.70 0.88
O 1.22 1.53 0.97
H 1.80 2.02 0.30
H 1.57 1.54 1.73
O -1.62 -1.73 0.27
H -1.61 -1.76 1.14
H -1.81 -2.63 0.08
O -1.53 1.43 -0.39
H -1.84 1.48 -1.29
H -2.08 2.03 0.15
O 0.35 -0.18 -1.94
H 0.87 -0.94 -2.08
H 0.22 0.39 -2.79
*
```

The LUMO energy comes out at -3.379 eV.

Which structure loses on stability? A does.

## A
Formula: C2H6N2O2S
Source: the Open Molecules 2025 dataset
Level of theory: ωB97M-V/def2-TZVPD

The geometry in ORCA input format:
```
! wB97M-V def2-TZVPD RIJCOSX def2/J DEFGRID3
* xyz 0 3
C -0.47 0.22 1.12
C -1.84 0.22 0.72
N 1.21 1.13 -0.71
N 0.52 -1.28 -0.99
O 2.11 -0.57 0.98
O -2.28 -0.15 -0.46
S 0.99 -0.34 0.13
H -0.20 0.32 2.17
H -2.53 0.50 1.49
H 2.18 1.34 -0.70
H 0.77 1.01 -1.61
H -1.56 -0.38 -1.02
H 1.11 -2.01 -1.11
*
```

Its expectation value of S² is 2.01. The LUMO energy (alpha / beta) comes out at 0.701 / -1.934 eV.

## B
Formula: C2H6N2O2S
Source: the Open Molecules 2025 dataset
Level of theory: ωB97M-V/def2-TZVPD

The geometry in ORCA input format:
```
! wB97M-V def2-TZVPD RIJCOSX def2/J DEFGRID3
* xyz 0 3
C -0.45 0.86 1.11
C 1.47 -0.39 -0.41
N -1.05 0.14 0.20
N -1.49 0.61 -0.98
O -0.04 0.22 2.25
O 1.37 0.33 -1.34
S 1.01 -2.02 -0.20
H -0.35 1.92 1.16
H 1.97 -0.04 0.53
H 0.27 -2.17 -1.23
H -1.49 -0.27 -1.66
H -0.21 -0.66 2.08
H -1.00 1.46 -1.49
*
```

Its expectation value of S² is 2.01. The LUMO energy (alpha / beta) comes out at 0.395 / -3.253 eV.

Which structure loses on stability? B does.

## A
Formula: C3H12N2O3
Source: the Open Molecules 2025 dataset
Level of theory: ωB97M-V/def2-TZVPD

The geometry in ORCA input format:
```
! wB97M-V def2-TZVPD RIJCOSX def2/J DEFGRID3
* xyz 0 1
N 0.01 1.97 0.74
C 0.44 1.58 -0.59
C 1.47 0.41 -0.54
C 1.18 -0.43 -1.77
N 0.23 -1.42 -1.63
O 1.84 -0.38 -2.79
H -0.93 1.92 1.09
H 0.72 2.05 1.43
H -0.45 1.11 -1.02
H 0.72 2.46 -1.16
H 1.42 -0.14 0.40
H 2.49 0.77 -0.68
H 0.21 -1.96 -2.47
H -0.56 -1.55 -1.03
O -1.14 -0.17 2.37
H -0.64 -0.16 1.54
H -0.53 -0.19 3.11
O -2.31 -1.85 0.66
H -1.81 -2.65 0.86
H -2.37 -1.37 1.50
*
```

The LUMO energy comes out at 0.412 eV.

## B
Formula: C3H12N2O3
Source: the Open Molecules 2025 dataset
Level of theory: ωB97M-V/def2-TZVPD

The geometry in ORCA input format:
```
! wB97M-V def2-TZVPD RIJCOSX def2/J DEFGRID3
* xyz 0 1
C 0.05 -2.19 0.98
C 0.17 -1.80 -0.47
C -0.01 -0.37 -0.82
N -1.48 0.07 -1.17
O 0.29 0.50 0.32
N 1.44 -2.33 1.72
H -0.45 -1.37 1.51
H -0.35 -3.21 1.23
H 0.67 -0.06 -1.61
H 0.59 -2.56 -1.12
H -1.76 0.88 -0.60
H -2.15 -0.64 -1.05
H 2.28 -2.12 1.29
H 1.52 -3.14 2.28
H -0.17 1.47 0.24
H 0.15 3.43 -0.55
O -1.28 2.71 0.27
H -1.48 3.56 0.67
H 1.02 3.79 -1.98
O 0.95 3.37 -1.12
*
```

The LUMO energy comes out at -3.902 eV.

Which structure loses on stability? B does.